Record 1
# C4H10O2

A 2-piece molecular cluster, C4H10O2 overall (ωB97M-V/def2-TZVPD, OMol25).

Energy relative to the best compared isomer or geometry (same formula, charge and spin)   104.0 kcal/mol
2S+1   1
Total charge   0

CARTESIAN COORDINATES (ANGSTROEM)
C: 0.45 0.58 1.96
C: 0.05 -0.74 1.30
C: -1.16 -0.79 0.41
O: -0.66 0.50 -1.01
C: 0.32 -0.16 -1.81
O: 0.19 0.20 -3.15
H: 1.29 0.46 2.65
H: 0.73 1.32 1.20
H: -0.39 1.00 2.52
H: 0.92 -1.22 0.83
H: -0.27 -1.46 2.08
H: -1.86 -0.05 0.83
H: -1.51 0.31 -1.44
H: 0.16 -1.23 -1.74
H: 1.28 0.13 -1.38
H: 0.45 1.13 -3.24

=====

Record 2
# H19O9

A 9-piece molecular cluster, H19O9 overall at a distorted geometry (ωB97M-V/def2-TZVPD, OMol25).

Energy relative to the best compared isomer or geometry (same formula, charge and spin)   118.7 kcal/mol
2S+1   1
Total charge   +1

CARTESIAN COORDINATES (ANGSTROEM)
O: 0.43 0.50 -4.11
H: 0.43 -4.61 0.00
H: -0.86 1.39 -1.92
O: 2.09 1.77 -1.02
H: 2.54 1.16 -0.50
O: -0.15 -2.83 2.26
H: -0.76 1.47 -0.18
H: 0.62 -3.14 1.67
O: -2.95 -2.50 2.31
H: -0.10 -3.59 2.87
H: 1.62 1.54 -1.83
O: 0.73 3.70 -0.85
H: 1.76 -3.87 -0.54
H: 0.30 4.29 -1.48
O: 1.18 -3.97 0.22
H: -2.63 -1.59 2.56
H: 1.48 4.47 -0.66
O: -0.22 -0.25 3.73
H: 0.25 1.29 -4.60
H: -0.36 -1.02 3.03
O: -0.10 1.87 0.65
H: -2.43 -2.69 1.55
H: 0.57 -0.16 3.49
O: -1.62 1.46 -1.27
H: -0.40 2.75 0.81
H: 0.70 1.84 0.02
H: 0.19 -0.26 -4.69
H: -2.31 1.01 -1.55

=====

Record 3
# C70H114N2O32P

A 16-piece molecular cluster, C70H114N2O32P overall at a distorted geometry (ωB97M-V/def2-TZVPD, OMol25).

Energy relative to the best compared isomer or geometry (same formula, charge and spin)   6.0 kcal/mol
2S+1   1
Total charge   -1

CARTESIAN COORDINATES (ANGSTROEM)
C: -5.11 2.09 -6.03
C: -5.21 0.78 -5.08
C: -6.12 -0.30 -5.70
C: -6.00 -1.72 -5.03
C: -4.51 -2.15 -5.06
C: -3.51 -1.09 -4.49
N: -3.82 0.18 -5.30
O: -3.11 0.50 -6.11
C: -2.13 -1.64 -4.86
C: -3.67 -0.89 -3.02
C: -5.64 1.09 -3.68
H: -5.98 2.73 -5.87
H: -5.18 1.73 -7.08
H: -4.23 2.66 -5.81
H: -6.05 -0.38 -6.78
H: -7.15 0.07 -5.53
H: -6.59 -2.48 -5.58
H: -6.43 -1.72 -4.10
H: -4.27 -2.51 -6.07
H: -4.38 -3.04 -4.40
H: -2.10 -2.61 -4.42
H: -1.44 -1.10 -4.25
H: -1.77 -1.58 -5.87
H: -2.98 -1.50 -2.49
H: -4.73 -1.07 -2.73
H: -3.33 0.14 -2.94
H: -4.93 1.62 -3.11
H: -6.06 0.22 -3.17
H: -6.37 1.83 -3.99
C: 0.70 -2.01 1.51
C: -0.17 -1.84 0.27
C: -0.53 -0.37 0.17
C: 0.54 0.55 -0.27
C: 1.23 0.10 -1.56
C: 1.71 -1.32 -1.56
N: 0.56 -2.18 -1.05
O: 1.05 -3.46 -0.89
C: 2.88 -1.45 -0.64
C: 2.12 -1.87 -2.89
C: -1.44 -2.61 0.31
H: 0.16 -1.58 2.39
H: 1.60 -1.41 1.43
H: 1.02 -3.04 1.73
H: -1.03 -0.06 1.10
H: -1.34 -0.18 -0.47
H: 1.25 0.96 0.47
H: -0.05 1.44 -0.58
H: 2.02 0.76 -1.80
H: 0.39 0.26 -2.31
H: 3.76 -1.34 -1.35
H: 2.99 -2.43 -0.11
H: 2.87 -0.77 0.25
H: 2.21 -2.93 -2.69
H: 3.05 -1.38 -3.28
H: 1.38 -1.56 -3.60
H: -1.32 -3.65 0.69
H: -1.94 -2.52 -0.64
H: -1.97 -2.07 1.12
P: -2.71 2.96 -2.45
O: -3.74 2.49 -1.48
O: -1.70 4.06 -2.16
O: -2.61 2.25 -3.77
O: -0.36 -2.19 -1.97
O: 7.75 -2.85 0.18
C: 7.51 -1.98 0.95
O: 8.02 -1.95 2.20
C: 7.45 -0.92 3.00
C: 6.98 0.11 2.03
C: 6.55 -0.79 0.83
H: 8.36 -0.54 3.60
H: 6.71 -1.37 3.63
H: 7.81 0.86 1.78
H: 6.11 0.67 2.44
H: 6.64 -0.16 -0.10
H: 5.49 -1.14 0.92
O: 1.98 -5.16 3.42
C: 1.52 -5.82 2.49
O: 2.25 -6.23 1.44
C: 1.49 -6.95 0.53
C: 0.11 -6.57 0.74
C: 0.06 -6.18 2.25
H: 1.77 -7.94 0.59
H: 1.80 -6.61 -0.51
H: -0.55 -7.40 0.50
H: -0.12 -5.71 0.07
H: -0.16 -7.06 2.79
H: -0.66 -5.42 2.49
O: -2.00 -4.91 -6.10
C: -1.67 -4.95 -4.95
O: -2.54 -5.10 -3.94
C: -1.91 -4.72 -2.67
C: -0.44 -5.17 -2.95
C: -0.26 -4.73 -4.33
H: -2.45 -5.38 -1.93
H: -1.94 -3.64 -2.37
H: -0.37 -6.29 -2.87
H: 0.07 -4.79 -2.14
H: 0.46 -5.23 -4.97
H: -0.09 -3.66 -4.40
O: 2.13 -0.16 8.29
C: 1.38 0.79 8.17
O: 0.09 0.66 8.47
C: -0.67 1.86 8.27
C: 0.25 2.67 7.32
C: 1.66 2.19 7.80
H: -0.82 2.39 9.25
H: -1.60 1.55 7.79
H: 0.17 3.74 7.57
H: 0.00 2.48 6.23
H: 1.85 2.74 8.73
H: 2.49 2.28 7.11
O: 1.73 4.54 1.29
C: 1.41 4.86 0.18
O: 0.81 6.07 -0.07
C: 0.55 6.24 -1.57
C: 1.58 5.24 -2.22
C: 1.78 4.20 -1.12
H: 0.70 7.27 -1.82
H: -0.52 6.00 -1.69
H: 2.59 5.69 -2.35
H: 1.28 4.87 -3.21
H: 2.76 3.80 -1.18
H: 1.10 3.36 -1.31
O: 1.76 6.69 -5.33
C: 0.82 5.96 -5.53
O: -0.42 6.30 -5.05
C: -1.37 5.26 -5.18
C: -0.59 4.01 -5.72
C: 0.75 4.54 -6.16
H: -2.10 5.56 -5.85
H: -1.84 5.12 -4.22
H: -1.10 3.55 -6.54
H: -0.48 3.26 -4.96
H: 0.87 4.68 -7.20
H: 1.66 4.03 -5.74
O: -3.02 -6.70 0.66
C: -3.54 -5.64 0.78
O: -3.95 -4.96 -0.31
C: -4.56 -3.67 0.02
C: -5.05 -3.91 1.47
C: -3.94 -4.84 2.03
H: -5.49 -3.57 -0.51
H: -3.84 -2.92 -0.18
H: -5.94 -4.51 1.48
H: -5.29 -2.98 2.01
H: -4.27 -5.60 2.80
H: -3.18 -4.18 2.36
O: 4.86 4.00 -0.13
C: 4.93 3.63 1.02
O: 5.61 4.28 1.99
C: 5.49 3.51 3.20
C: 4.09 2.91 3.14
C: 4.08 2.57 1.67
H: 5.62 4.22 4.06
H: 6.32 2.79 3.30
H: 3.22 3.48 3.49
H: 4.04 2.00 3.71
H: 3.09 2.53 1.21
H: 4.50 1.58 1.40
O: -0.06 2.37 3.80
C: -0.70 2.86 2.86
O: -1.33 2.10 2.02
C: -1.89 2.91 0.87
C: -1.95 4.36 1.43
C: -0.98 4.29 2.54
H: -2.79 2.33 0.60
H: -1.28 2.94 -0.05
H: -2.92 4.63 1.71
H: -1.67 4.95 0.57
H: -1.41 4.75 3.46
H: -0.08 4.80 2.32
O: -7.93 -0.27 -1.36
C: -7.00 0.06 -0.68
O: -6.07 -0.84 -0.31
C: -4.98 -0.13 0.41
C: -5.63 1.23 0.86
C: -6.61 1.44 -0.22
H: -4.21 0.11 -0.35
H: -4.58 -0.83 1.13
H: -4.90 1.99 0.78
H: -5.92 1.15 1.94
H: -6.05 1.91 -1.06
H: -7.50 2.04 0.00
O: 4.86 0.34 4.78
C: 4.19 -0.68 4.78
O: 4.80 -1.90 4.86
C: 3.77 -2.87 4.77
C: 2.54 -2.27 5.39
C: 2.71 -0.88 4.91
H: 4.05 -3.75 5.35
H: 3.64 -3.29 3.71
H: 2.65 -2.32 6.44
H: 1.65 -2.68 5.06
H: 2.40 -0.09 5.65
H: 2.12 -0.67 4.05
O: -4.57 -0.82 3.84
C: -3.41 -0.99 4.03
O: -2.87 -2.24 3.97
C: -1.47 -2.19 4.38
C: -1.11 -0.73 4.80
C: -2.44 0.03 4.63
H: -0.83 -2.65 3.56
H: -1.38 -2.81 5.28
H: -0.31 -0.27 4.23
H: -0.81 -0.75 5.83
H: -2.28 0.87 3.96
H: -2.80 0.26 5.66
O: 9.06 2.29 0.03
C: 8.25 2.58 -0.79
O: 7.31 1.67 -1.27
C: 6.34 2.30 -2.06
C: 6.93 3.72 -2.39
C: 7.98 4.01 -1.35
H: 5.42 2.39 -1.50
H: 6.19 1.71 -3.02
H: 6.09 4.47 -2.39
H: 7.30 3.83 -3.40
H: 7.69 4.64 -0.43
H: 8.82 4.52 -1.77

=====

Record 4
# CH9N2O2

A 3-piece molecular cluster, CH9N2O2 overall at a distorted geometry (ωB97M-V/def2-TZVPD, OMol25).

Energy relative to the best compared isomer or geometry (same formula, charge and spin)   22.9 kcal/mol
<S²>   0.79
2S+1   2
Total charge   +2

CARTESIAN COORDINATES (ANGSTROEM)
N: 0.63 -0.16 -0.38
C: 0.39 1.07 -0.78
N: -0.27 1.42 -1.92
H: 0.17 -1.02 -0.75
H: 1.05 0.00 0.57
H: 0.38 1.84 0.00
H: -0.08 2.36 -2.30
H: -1.13 0.95 -2.23
H: -2.03 -2.01 0.09
H: -1.07 -3.29 -0.26
O: -1.15 -2.35 -0.05
H: 1.02 1.18 2.62
H: 1.14 -0.25 3.09
O: 0.96 0.27 2.30

=====

Record 5
# C15H18Br39NO2PS

C15H18Br39NO2PS as an isolated structure at a distorted geometry (ωB97M-V/def2-TZVPD, OMol25).

Energy   -2773209.5872 eV
2S+1   1
Total charge   -1

CARTESIAN COORDINATES (ANGSTROEM)
C: 1.90 0.80 4.41
C: 0.93 1.24 3.51
N: 1.31 2.03 2.39
P: 1.98 1.08 1.21
O: 1.40 -0.47 1.27
O: 3.61 0.87 1.45
S: 1.65 1.90 -0.55
H: 1.84 1.21 5.41
H: 2.70 0.14 4.09
H: -0.12 0.98 3.67
H: 2.16 -1.02 1.02
H: 4.03 1.74 1.37
C: 4.13 -0.46 -3.26
Br: 3.42 -1.36 -1.71
Br: 4.81 -1.73 -4.55
Br: 2.85 0.75 -4.03
H: 4.96 0.14 -2.93
C: -1.21 -1.74 -4.73
Br: -1.52 -2.60 -3.04
Br: -0.88 -3.01 -6.15
Br: -2.65 -0.54 -5.19
H: -0.31 -1.15 -4.63
C: 8.46 0.00 -2.46
Br: 7.70 -0.86 -0.92
Br: 9.14 -1.27 -3.75
Br: 7.19 1.22 -3.25
H: 9.30 0.60 -2.13
C: -6.67 0.85 -3.55
Br: -5.93 1.09 -5.32
Br: -8.28 -0.22 -3.60
Br: -5.37 0.14 -2.32
H: -6.95 1.83 -3.19
C: -2.46 -2.06 1.67
Br: -1.58 -0.82 2.87
Br: -2.90 -1.25 -0.03
Br: -1.43 -3.68 1.44
H: -3.39 -2.34 2.13
C: -4.73 4.61 -6.61
Br: -4.78 5.99 -5.27
Br: -5.55 5.19 -8.27
Br: -2.95 3.93 -6.89
H: -5.33 3.79 -6.24
C: -3.71 -3.50 5.90
Br: -3.77 -2.10 7.22
Br: -4.51 -2.94 4.23
Br: -1.92 -4.17 5.64
H: -4.30 -4.32 6.28
C: 8.47 1.83 2.42
Br: 6.65 1.27 2.12
Br: 9.62 1.37 0.93
Br: 8.58 3.71 2.85
H: 8.83 1.29 3.28
C: 2.89 -0.20 8.48
Br: 1.93 -1.15 7.11
Br: 4.70 -0.85 8.67
Br: 2.85 1.71 8.20
H: 2.39 -0.39 9.42
C: -9.86 1.98 -7.13
Br: -11.49 2.96 -6.75
Br: -10.02 0.91 -8.73
Br: -8.33 3.15 -7.20
H: -9.70 1.30 -6.30
C: 3.34 -5.47 -4.45
Br: 3.73 -5.39 -2.57
Br: 4.96 -5.59 -5.50
Br: 2.12 -6.91 -4.87
H: 2.85 -4.55 -4.72
C: -7.64 -2.99 9.31
Br: -6.76 -1.74 10.49
Br: -8.09 -2.19 7.62
Br: -6.60 -4.61 9.09
H: -8.57 -3.27 9.79
C: 4.26 5.13 -0.80
Br: 3.66 4.24 0.80
Br: 4.87 3.86 -2.12
Br: 2.93 6.34 -1.50
H: 5.12 5.73 -0.53

=====

Record 6
# C6H19BrO9P2

A 4-piece molecular cluster, C6H19BrO9P2 overall at a distorted geometry (ωB97M-V/def2-TZVPD, OMol25).

Energy   -113578.9450 eV
2S+1   1
Total charge   -2

CARTESIAN COORDINATES (ANGSTROEM)
Br: -2.17 1.42 -1.33
O: 0.15 3.61 -2.51
H: -0.46 2.90 -2.22
C: 2.11 1.60 4.37
O: 0.91 2.32 3.87
P: 0.06 1.77 2.61
O: 1.05 1.49 1.56
O: -0.84 0.51 3.10
C: -1.93 0.18 2.19
O: -1.04 2.97 2.43
C: -2.05 3.27 3.35
H: 2.29 0.77 3.69
H: 2.00 1.05 5.30
H: 2.98 2.24 4.48
H: -2.81 0.76 2.46
H: -2.28 -0.84 2.38
H: -1.74 0.03 1.13
H: -1.96 4.33 3.57
H: -1.92 2.68 4.26
H: -2.93 3.04 2.75
C: 2.46 -3.73 -3.66
O: 2.66 -2.54 -2.93
P: 1.37 -1.65 -2.53
O: 1.56 -0.27 -1.98
O: 0.57 -1.67 -3.92
C: -0.56 -0.82 -4.08
O: 0.61 -2.71 -1.57
C: -0.48 -2.31 -0.81
H: 3.10 -3.71 -4.54
H: 1.41 -3.84 -3.94
H: 2.80 -4.64 -3.17
H: -1.47 -1.40 -3.91
H: -0.59 -0.35 -5.06
H: -0.57 0.04 -3.41
H: -0.84 -1.37 -1.23
H: -0.18 -2.07 0.21
H: -1.28 -3.04 -0.88

=====

Record 7
# C32H34AsOTc

C32H34AsOTc as an isolated structure at a distorted geometry (ωB97M-V/def2-TZVPD, OMol25).

<S²>   3.77
Energy   -98809.0956 eV
2S+1   4
Total charge   +1

CARTESIAN COORDINATES (ANGSTROEM)
C: 1.22 -3.26 -5.13
C: 1.73 -4.38 -4.32
C: -0.13 -3.33 -5.70
C: 2.15 -2.22 -5.58
H: -0.16 -3.89 -6.66
H: -0.53 -2.33 -5.91
H: -0.82 -3.85 -5.02
H: 2.17 -5.19 -4.93
H: 0.93 -4.83 -3.72
H: 2.52 -4.03 -3.64
H: 2.68 -2.49 -6.51
H: 2.93 -2.04 -4.82
H: 1.64 -1.27 -5.77
C: -1.64 -1.58 0.23
C: -2.01 -1.63 -1.16
C: -1.08 -2.51 -1.82
H: -2.87 -1.13 -1.58
C: -0.27 -3.13 -0.81
C: -0.53 -2.47 0.42
H: 0.00 -2.61 1.36
H: -2.22 -1.07 1.00
H: -1.15 -2.82 -2.87
H: 0.41 -3.97 -0.96
C: 0.75 1.45 -1.98
C: -0.67 1.44 -1.69
C: -1.27 0.46 -2.56
H: -1.22 2.12 -1.07
C: -0.22 -0.11 -3.38
C: 1.00 0.59 -3.09
H: 1.94 0.49 -3.62
H: 1.49 2.04 -1.44
H: -2.32 0.29 -2.64
H: -0.39 -0.79 -4.21
Tc: -0.23 -0.57 -1.08
O: 0.14 0.49 0.65
As: -0.13 1.32 2.15
C: 0.61 3.11 1.96
C: 0.40 3.82 0.77
C: 1.03 5.07 0.59
C: 1.81 5.63 1.60
C: 1.97 4.93 2.82
C: 1.35 3.68 3.00
C: -2.03 1.30 2.58
C: -2.77 2.48 2.44
C: -4.13 2.51 2.82
C: -4.76 1.35 3.31
C: -4.01 0.17 3.43
C: -2.65 0.15 3.09
C: 1.01 0.22 3.24
C: 2.34 0.59 3.47
C: 3.14 -0.19 4.31
C: 2.63 -1.38 4.88
C: 1.34 -1.80 4.55
C: 0.54 -1.02 3.70
H: -0.23 3.40 -0.01
H: 0.91 5.58 -0.37
H: 2.31 6.60 1.46
H: 2.59 5.35 3.61
H: 1.47 3.14 3.94
H: -2.29 3.38 2.05
H: -4.70 3.43 2.71
H: -5.82 1.36 3.58
H: -4.48 -0.75 3.79
H: -2.09 -0.77 3.21
H: 2.74 1.48 3.00
H: 4.17 0.10 4.51
H: 3.26 -1.99 5.54
H: 0.95 -2.75 4.92
H: -0.44 -1.39 3.39

=====

Record 8
# C3H2N2O3

One molecule with the formula C3H2N2O3 at a distorted geometry (ωB97M-V/def2-TZVPD, OMol25).

Energy relative to the best compared isomer or geometry (same formula, charge and spin)   80.6 kcal/mol
2S+1   1
Total charge   0
Structure (SMILES)   O=C(O)c1nnco1

CARTESIAN COORDINATES (ANGSTROEM)
O: 1.84 1.17 -0.26
C: 1.39 0.05 -0.15
O: 2.25 -0.95 0.31
C: -0.02 -0.07 -0.22
N: -0.71 -1.18 -0.37
N: -2.08 -0.83 -0.12
C: -2.13 0.49 0.28
O: -0.83 0.98 -0.02
H: 3.29 -0.76 0.11
H: -2.99 1.10 0.44